No. 1
Below is a cluster of 28 separate species, H56O28 in total, with properties calculated with ωB97M-V with the def2-TZVPD basis set.

Computed properties:
energy above the lowest of the compared OMol25 structures with the same formula, charge and spin	0.578	eV
E_tot	-2140.426134	Ha
F_max	2.158	eV/A

Bonds (Å) are listed after each position.
Atoms and positions in Å:
1 O 1.78212 -1.44344 0.09431  H2 0.979, H3 0.986
2 H 2.55328 -1.50703 -0.50564  O1 0.979
3 H 2.20999 -1.44547 0.98304  O1 0.986
4 O -0.97245 -0.97508 -1.49408  H5 0.989, H6 0.956
5 H -1.63699 -1.69835 -1.37568  O4 0.989
6 H -1.35635 -0.37476 -2.13117  O4 0.956
7 O 1.48072 -1.17427 4.71711  H8 0.988, H9 0.970
8 H 1.04507 -0.73382 3.94809  O7 0.988
9 H 0.86168 -1.89741 4.90326  O7 0.970
10 O 0.73011 3.90564 -4.06502  H11 0.936, H12 0.968
11 H -0.09618 4.32396 -3.93076  O10 0.936
12 H 1.34574 4.50340 -3.61632  O10 0.968
13 O 0.41363 0.17315 2.61508  H14 0.955, H15 0.952
14 H -0.03308 -0.08458 1.81187  O13 0.955
15 H 1.28495 0.45566 2.35525  O13 0.952
16 O -0.61295 1.38334 -3.30192  H17 0.947, H18 0.960
17 H -0.13917 2.06635 -3.75534  O16 0.947
18 H 0.04233 1.09766 -2.66079  O16 0.960
19 O -0.79104 2.61960 1.82945  H20 0.970, H21 0.994
20 H -0.59906 1.84848 2.38506  O19 0.970
21 H -1.74105 2.67566 1.54353  O19 0.994
22 O 2.52609 3.47017 -0.37825  H23 1.011, H24 0.973
23 H 1.69981 2.95785 -0.65661  O22 1.011
24 H 2.23367 4.16504 0.23652  O22 0.973
25 O -0.17407 -3.44941 0.43382  H26 0.960, H27 0.977
26 H 0.14534 -2.54478 0.38867  O25 0.960
27 H -1.13815 -3.52783 0.29280  O25 0.977
28 O -3.35976 3.25666 0.41145  H29 1.013, H30 0.958
29 H -3.93032 2.50025 0.05333  O28 1.013
30 H -4.02694 3.58010 1.01837  O28 0.958
31 O 1.33403 -3.94067 -2.05191  H32 1.011, H33 0.959
32 H 0.88123 -3.91005 -1.14819  O31 1.011
33 H 1.93508 -3.19725 -1.98106  O31 0.959
34 O -2.11928 1.01875 4.42253  H35 0.967, H36 0.967
35 H -1.94523 0.06898 4.36178  O34 0.967
36 H -1.53992 1.22244 5.16929  O34 0.967
37 O 1.04122 1.01270 -1.07491  H38 0.974, H39 0.960
38 H 0.98498 0.24014 -0.48382  O37 0.974
39 H 1.95107 0.98685 -1.38148  O37 0.960
40 O 2.57668 1.67072 1.71540  H41 0.957, H42 0.974
41 H 3.46960 1.60397 2.05369  O40 0.957
42 H 2.51659 2.32768 0.99873  O40 0.974
43 O 1.14694 5.06565 1.47428  H44 0.972, H45 0.980
44 H 0.75449 4.52520 2.17981  O43 0.972
45 H 0.52587 5.09906 0.71728  O43 0.980
46 O 4.07050 -0.74623 4.01439  H47 0.983, H48 0.934
47 H 3.22908 -0.63882 4.51150  O46 0.983
48 H 4.78826 -0.41029 4.50915  O46 0.934
49 O -1.42795 0.30931 0.71479  H50 0.993, H51 0.956
50 H -1.23925 0.08774 -0.23419  O49 0.993
51 H -1.03263 1.17336 0.81773  O49 0.956
52 O -4.26246 -2.10362 -1.08600  H53 0.974, H54 0.946
53 H -4.71426 -2.20305 -1.94334  O52 0.974
54 H -4.68097 -1.38366 -0.63666  O52 0.946
55 O 4.84194 1.38746 -1.15617  H56 0.960, H57 0.973
56 H 5.26426 1.48219 -2.01349  O55 0.960
57 H 4.28003 2.13481 -0.88698  O55 0.973
58 O -3.34423 0.91211 -2.83617  H59 0.973, H60 0.955
59 H -3.19540 0.20930 -3.49284  O58 0.973
60 H -2.63490 1.54478 -2.92751  O58 0.955
61 O -1.40781 -3.43818 -2.91471  H62 0.963, H63 0.965
62 H -0.47293 -3.66844 -2.90985  O61 0.963
63 H -1.95642 -3.96633 -2.32275  O61 0.965
64 O 3.81985 -1.29555 -1.63884  H65 0.964, H66 0.986
65 H 4.58084 -1.69865 -1.20540  O64 0.964
66 H 4.02098 -0.33872 -1.51069  O64 0.986
67 O -2.75799 -1.60856 -4.37224  H68 0.989, H69 0.991
68 H -2.63513 -2.08661 -5.22909  O67 0.989
69 H -2.06395 -2.09179 -3.85477  O67 0.991
70 O -2.90538 -4.08576 -0.08984  H71 0.968, H72 0.993
71 H -3.11473 -4.31035 0.82859  O70 0.968
72 H -3.59040 -3.44522 -0.41512  O70 0.993
73 O 3.91529 -2.11005 1.67961  H74 0.978, H75 0.950
74 H 3.75041 -3.07207 1.73666  O73 0.978
75 H 3.93181 -1.68687 2.52977  O73 0.950
76 O -0.94281 4.70289 -0.54934  H77 0.953, H78 0.930
77 H -1.86119 4.91155 -0.40648  O76 0.953
78 H -0.89198 3.80669 -0.30495  O76 0.930
79 O -4.27324 0.47256 -0.09477  H80 0.994, H81 0.972
80 H -3.37212 0.49879 0.32396  O79 0.994
81 H -4.14682 0.61485 -1.04838  O79 0.972
82 O -0.22615 -5.02181 2.75108  H83 0.956, H84 1.012
83 H -0.42552 -5.95673 2.77825  O82 0.956
84 H -0.17689 -4.80196 1.76424  O82 1.012

---

No. 2
Below is a cluster of 2 separate species, H5N2O2PS in total, with properties calculated with ωB97M-V with the def2-TZVPD basis set.

Computed properties:
energy above the lowest of the compared OMol25 structures with the same formula, charge and spin	0.000	eV
expectation value of S²	2.0080
E_tot	-1002.400248	Ha
F_max	6.166	eV/A
multiplicity	3

Bonds (Å) are listed after each position.
Atoms and positions in Å:
1 N -0.19729 -2.08919 0.33500  N2 1.244, H7 1.027, H8 0.989
2 N 0.86138 -2.19093 -0.30998  N1 1.244, H9 1.083
3 O -0.65547 2.82886 0.25499  P5 1.645, H10 0.917
4 O 0.80862 1.41202 -1.26702  P5 1.601, H11 0.947
5 P -0.70584 1.53826 -0.76359  O3 1.645, O4 1.601, S6 2.216
6 S -0.98094 0.13541 0.92985  P5 2.216
7 H -0.28822 -2.30498 1.33466  N1 1.027
8 H -1.08433 -2.28616 -0.05514  N1 0.989
9 H 1.66505 -2.44466 0.36956  N2 1.083
10 H -0.93844 3.63333 -0.08130  O3 0.917
11 H 1.51549 1.76806 -0.74703  O4 0.947

---

No. 3
Below is a cluster of 2 separate species, H5N3 in total, with properties calculated with ωB97M-V with the def2-TZVPD basis set.

Computed properties:
energy above the lowest of the compared OMol25 structures with the same formula, charge and spin	1.955	eV
E_tot	-167.119658	Ha
F_max	3.785	eV/A

Bonds (Å) are listed after each position.
Atoms and positions in Å:
1 N 1.34083 0.51655 -0.27568  N3 1.336, H4 0.987, H5 0.995
2 N -1.36580 0.03025 -0.11413  H6 1.005, H7 0.972
3 N 0.60380 -0.39721 0.36279  N1 1.336, H8 1.001
4 H 1.24621 0.41487 -1.25281  N1 0.987
5 H 1.22513 1.45878 0.02265  N1 0.995
6 H -1.77132 0.49015 0.68161  N2 1.005
7 H -1.02210 0.68194 -0.74778  N2 0.972
8 H 0.47308 -1.23894 -0.16345  N3 1.001

---

No. 4
Below is the ion H5N3O2P with charge -1, with properties calculated with ωB97M-V with the def2-TZVPD basis set.

Computed properties:
energy above the lowest of the compared OMol25 structures with the same formula, charge and spin	1.553	eV
E_tot	-659.164876	Ha
structure (SMILES)	NN[P@](N)(=O)[O-]
F_max	6.580	eV/A
net charge	-1

Bonds (Å) are listed after each position.
Atoms and positions in Å:
1 N 0.74592 0.29922 -1.43592  N2 1.415, H7 1.106, H8 1.070
2 N 0.74292 -0.71757 -0.45250  N1 1.415, P3 1.810, H9 1.036
3 P -0.77101 -0.45049 0.50378  N2 1.810, N4 1.675, O5 1.526, O6 1.804
4 N -0.17193 0.75603 1.49937  P3 1.675, H10 1.052, H11 0.982
5 O -1.11962 -1.78603 1.15526  P3 1.526
6 O -1.82264 0.28777 -0.76287  P3 1.804
7 H -0.30557 0.63502 -1.37255  N1 1.106
8 H 1.29166 1.16284 -1.11667  N1 1.070
9 H 0.55861 -1.62834 -0.91049  N2 1.036
10 H 0.45888 1.23172 0.80462  N4 1.052
11 H 0.39278 0.20982 2.08797  N4 0.982

---

No. 5
Below is an isolated molecule of H5N3S2, with properties calculated with ωB97M-V with the def2-TZVPD basis set.

Computed properties:
energy above the lowest of the compared OMol25 structures with the same formula, charge and spin	3.488	eV
expectation value of S²	2.0061
E_tot	-963.368887	Ha
F_max	4.403	eV/A
multiplicity	3

Bonds (Å) are listed after each position.
Atoms and positions in Å:
1 N -0.38419 -1.32159 -0.12441  N3 1.467, H6 1.041, H7 1.025
2 N 0.82439 0.58250 0.64512  N3 1.437, S4 1.740, H8 1.020
3 N -0.18451 0.12437 -0.26980  N1 1.467, N2 1.437, S5 1.727
4 S 2.39768 0.41360 -0.07786  N2 1.740, H9 1.288
5 S -1.60705 1.04485 0.06536  N3 1.727, H10 1.333
6 H -0.38580 -1.44085 0.90988  N1 1.041
7 H -1.29097 -1.58619 -0.52265  N1 1.025
8 H 0.84319 0.05099 1.51549  N2 1.020
9 H 2.02721 1.32116 -0.91400  S4 1.288
10 H -1.38476 1.58242 -1.13443  S5 1.333

---

No. 6
Below is a cluster of 2 separate species, H5N3S2 in total, with properties calculated with ωB97M-V with the def2-TZVPD basis set.

Computed properties:
energy above the lowest of the compared OMol25 structures with the same formula, charge and spin	0.000	eV
expectation value of S²	2.0078
E_tot	-963.497083	Ha
F_max	3.026	eV/A
multiplicity	3

Bonds (Å) are listed after each position.
Atoms and positions in Å:
1 N 3.70879 0.26325 1.61740  N3 1.301, H6 1.010, H7 1.022
2 N -3.24012 0.06627 -1.35459  S4 1.721, H8 1.015, H9 1.016
3 N 2.79639 1.18141 1.74623  N1 1.301, S5 1.567
4 S -1.95811 -0.47441 -0.34233  N2 1.721, H10 1.335
5 S 1.53954 1.18512 0.80983  N3 1.567
6 H 4.52409 0.34028 2.20778  N1 1.010
7 H 3.66501 -0.46375 0.90107  N1 1.022
8 H -3.48126 -0.67048 -2.01056  N2 1.015
9 H -4.05618 0.28238 -0.79008  N2 1.016
10 H -1.14172 0.55162 -0.59453  S4 1.335

---

No. 7
Below is a cluster of 2 separate species, H5N4O in total, with properties calculated with ωB97M-V with the def2-TZVPD basis set.

Computed properties:
energy above the lowest of the compared OMol25 structures with the same formula, charge and spin	2.302	eV
E_tot	-297.090928	Ha
F_max	3.187	eV/A
net charge	-1

Bonds (Å) are listed after each position.
Atoms and positions in Å:
1 N -1.12961 -0.18833 -1.48323  N3 1.380, H6 1.037, H7 1.072
2 N 0.91912 0.52399 1.51487  N4 1.380, H8 1.021, H9 0.973
3 N -1.55118 0.14994 -0.21386  N1 1.380, H10 1.040
4 N 0.67768 -0.63429 0.80408  N2 1.380, O5 1.333
5 O 1.19121 -0.61238 -0.42542  N4 1.333
6 H -1.69887 -0.98196 -1.83092  N1 1.037
7 H -0.19808 -0.71754 -1.52459  N1 1.072
8 H 1.55212 0.19492 2.24559  N2 1.021
9 H 1.30108 1.21555 0.94710  N2 0.973
10 H -1.06347 1.05009 -0.03362  N3 1.040

---

No. 8
Below is a cluster of 2 separate species, H5NO in total, with properties calculated with ωB97M-V with the def2-TZVPD basis set.

Computed properties:
energy above the lowest of the compared OMol25 structures with the same formula, charge and spin	1.500	eV
E_tot	-132.937747	Ha
structure (SMILES)	N.O
F_max	2.966	eV/A

Bonds (Å) are listed after each position.
Atoms and positions in Å:
1 N 0.01951 1.10198 0.01335  H2 1.025, H3 1.025, H4 1.025
2 H -0.22963 0.36576 0.68158  N1 1.025
3 H 0.93358 1.46709 0.29936  N1 1.025
4 H 0.15150 0.64711 -0.89566  N1 1.025
5 O -0.68346 -1.18569 0.05283  H6 0.984, H7 0.984
6 H -0.24109 -1.64417 -0.69708  O5 0.984
7 H 0.04961 -0.75205 0.54560  O5 0.984

---

No. 9
Below is a cluster of 2 separate species, H5NO in total, with properties calculated with ωB97M-V with the def2-TZVPD basis set.

Computed properties:
energy above the lowest of the compared OMol25 structures with the same formula, charge and spin	0.323	eV
E_tot	-132.980999	Ha
structure (SMILES)	N.O
F_max	2.684	eV/A

Bonds (Å) are listed after each position.
Atoms and positions in Å:
1 N -0.84417 -1.26900 -0.59485  H2 1.009, H3 0.992, H4 1.067
2 H -0.22318 -1.97459 -0.22821  N1 1.009
3 H -1.08876 -0.53655 0.02836  N1 0.992
4 H -1.73679 -1.67617 -1.01375  N1 1.067
5 O 1.03956 2.11517 0.64079  H6 0.963, H7 0.969
6 H 1.91972 2.04981 1.02611  O5 0.963
7 H 0.93362 1.29133 0.14156  O5 0.969

---

No. 10
Below is a cluster of 2 separate species, H5NO2Si in total, with properties calculated with ωB97M-V with the def2-TZVPD basis set.

Computed properties:
energy above the lowest of the compared OMol25 structures with the same formula, charge and spin	3.828	eV
E_tot	-497.710515	Ha
F_max	5.304	eV/A

Bonds (Å) are listed after each position.
Atoms and positions in Å:
1 N -1.01051 -0.41139 0.75911  Si4 1.753, H5 0.946, H6 1.048
2 O 2.01480 -0.89271 0.01358  H7 0.978
3 O -0.37621 1.47728 -1.35674  Si4 1.632, H8 0.949
4 Si 0.05244 0.79669 0.06318  N1 1.753, O3 1.632, H9 1.458
5 H -0.53172 -0.88575 1.42336  N1 0.946
6 H -1.38285 -1.06997 0.03354  N1 1.048
7 H 1.42540 -1.66511 -0.09733  O2 0.978
8 H -1.12824 0.99841 -1.68325  O3 0.949
9 H 0.93688 1.65254 0.84455  Si4 1.458